(A)
Computed, not measured: a 2-piece molecular cluster, C7H11NO overall, with ωB97M-V with the def2-TZVPD basis set.

Results
SMILES: C/C=C/c1cc[nH]c1.O
E_LUMO in eV: 0.909
HOMO-LUMO gap in eV: 9.5
E_HOMO in eV: -8.55

The geometry in ORCA input format:
```
! wB97M-V def2-TZVPD RIJCOSX def2/J DEFGRID3
* xyz 0 1
C 0.89 1.15 -3.07
C 0.37 1.17 -1.66
C 0.30 0.09 -0.91
C -0.21 0.11 0.48
C 0.59 0.26 1.64
C -0.25 0.22 2.73
N -1.52 0.06 2.26
C -1.52 -0.02 0.89
H 1.77 1.79 -3.20
H 1.19 0.15 -3.38
H 0.14 1.53 -3.77
H 0.09 2.17 -1.34
H 0.62 -0.88 -1.29
H 1.66 0.39 1.70
H -0.07 0.30 3.79
H -2.34 -0.01 2.83
H -2.39 -0.15 0.28
O 0.29 -3.15 0.83
H 0.16 -2.29 1.28
H 0.23 -2.91 -0.10
*
```



(B)
Computed, not measured: one molecule with the formula C7H11NO, with ωB97M-V with the def2-TZVPD basis set.

Results
SMILES: CC(C)(C=C1CC1)N=O
E_LUMO in eV: 0.367
HOMO-LUMO gap in eV: 9.2
E_HOMO in eV: -8.86

The geometry in ORCA input format:
```
! wB97M-V def2-TZVPD RIJCOSX def2/J DEFGRID3
* xyz 0 1
C -1.93 -0.48 -0.08
C -0.53 -0.59 -0.70
C -0.39 -1.87 -1.54
C 0.55 -0.57 0.37
C 1.03 0.53 0.89
C 1.95 1.18 1.83
C 1.05 1.99 0.92
N -0.20 0.50 -1.61
O -1.01 1.38 -1.75
H -2.68 -0.51 -0.86
H -2.02 0.46 0.46
H -2.09 -1.30 0.61
H 0.60 -1.89 -2.00
H -1.14 -1.89 -2.32
H -0.51 -2.74 -0.90
H 0.89 -1.54 0.71
H 3.00 1.15 1.63
H 1.71 1.15 2.89
H 0.21 2.52 1.35
H 1.50 2.52 0.09
*
```



It is (B) that is the least stable of them.



(A)
Computed, not measured: one molecule with the formula C7H11NO, with ωB97M-V with the def2-TZVPD basis set.

Results
E_LUMO (alpha / beta) in eV: -0.785 / 0.137
HOMO-LUMO gap (alpha / beta) in eV: 6.1 / 8.4
E_HOMO (alpha / beta) in eV: -6.86 / -8.21

The geometry in ORCA input format:
```
! wB97M-V def2-TZVPD RIJCOSX def2/J DEFGRID3
* xyz 0 1
C 2.09 -1.69 -1.92
C -2.33 -0.86 -0.45
C 2.51 -0.69 -1.10
C -1.89 0.08 0.37
C 1.58 0.05 -0.36
C -2.58 0.86 1.36
C 1.91 1.25 0.53
N -0.55 0.41 0.46
O 0.34 -0.41 -0.22
H 2.80 -2.34 -2.39
H 1.11 -2.11 -1.69
H -1.74 -1.49 -1.10
H -3.39 -0.82 -0.65
H 3.54 -0.32 -1.21
H -3.17 0.22 2.03
H -1.79 1.29 1.92
H -3.29 1.56 0.91
H 1.40 1.14 1.53
H 1.38 2.01 0.00
H 3.03 1.31 0.58
*
```



(B)
Computed, not measured: a 2-piece molecular cluster, C7H11NO overall, with ωB97M-V with the def2-TZVPD basis set.

Results
SMILES: CN1CC1=O.CC1=CC1
E_LUMO in eV: 0.726
HOMO-LUMO gap in eV: 9.6
E_HOMO in eV: -8.83

The geometry in ORCA input format:
```
! wB97M-V def2-TZVPD RIJCOSX def2/J DEFGRID3
* xyz 0 1
C 0.36 0.49 -3.13
N -0.12 0.77 -1.77
C -1.24 1.70 -1.59
C 0.12 1.92 -1.12
O 0.99 2.51 -0.57
H 0.02 1.16 -3.98
H 1.48 0.27 -3.16
H -0.18 -0.55 -3.26
H -1.68 2.21 -2.41
H -1.96 1.38 -0.98
C -0.86 -2.21 2.20
C -0.03 -1.00 2.20
C 0.41 0.16 1.86
C 1.47 -0.65 2.53
H -0.30 -2.84 1.37
H -1.73 -1.92 1.72
H -0.94 -2.62 3.30
H 0.38 1.02 1.24
H 2.19 -1.38 2.05
H 1.63 -0.42 3.49
*
```



(C)
Computed, not measured: a 2-piece molecular cluster, C7H11NO overall, with ωB97M-V with the def2-TZVPD basis set.

Results
SMILES: c1ccncc1.CCO
E_LUMO in eV: 0.794
HOMO-LUMO gap in eV: 10.6
E_HOMO in eV: -9.79

The geometry in ORCA input format:
```
! wB97M-V def2-TZVPD RIJCOSX def2/J DEFGRID3
* xyz 0 1
C 2.36 -2.26 -1.01
C 0.99 -2.24 -1.28
C 0.29 -1.05 -1.05
N 0.85 0.07 -0.58
C 2.17 0.03 -0.32
C 2.96 -1.10 -0.52
H 2.95 -3.17 -1.17
H 0.47 -3.12 -1.66
H -0.79 -1.00 -1.25
H 2.61 0.96 0.06
H 4.03 -1.07 -0.29
C -2.46 0.84 1.46
C -2.08 2.23 0.98
O -1.59 2.23 -0.36
H -3.21 0.39 0.78
H -2.89 0.89 2.48
H -1.58 0.18 1.48
H -2.97 2.88 0.96
H -1.34 2.68 1.66
H -0.79 1.66 -0.38
*
```



It is (B) that is the least stable of them.



(A)
Computed, not measured: one molecule with the formula C7H11NO, with ωB97M-V with the def2-TZVPD basis set.

Results
E_LUMO (alpha / beta) in eV: 0.393 / 0.399
HOMO-LUMO gap (alpha / beta) in eV: 7.0 / 6.9
E_HOMO (alpha / beta) in eV: -6.56 / -6.46

The geometry in ORCA input format:
```
! wB97M-V def2-TZVPD RIJCOSX def2/J DEFGRID3
* xyz 0 1
C 1.78 0.54 -1.00
C 1.30 -0.83 -0.63
C -0.20 -2.19 0.84
O 2.08 -1.87 -1.10
C 0.20 -1.14 0.09
H 2.67 -1.54 -1.79
H 1.08 1.31 -0.68
H 2.75 0.75 -0.52
H 1.91 0.63 -2.08
H 0.52 -2.84 1.31
H -1.25 -2.40 1.01
N -1.08 2.36 1.24
C -0.76 1.01 1.21
C -2.03 0.03 -0.72
C -1.05 0.18 0.18
H -1.88 2.63 0.69
H -1.01 2.82 2.13
H -0.11 0.67 2.02
H -3.03 0.42 -0.56
H -1.88 -0.54 -1.63
*
```



(B)
Computed, not measured: a 2-piece molecular cluster, C7H11NO overall, with ωB97M-V with the def2-TZVPD basis set.

Results
SMILES: [H]/N=C(\C)C(C)=O.C=C=C
E_LUMO in eV: 0.606
HOMO-LUMO gap in eV: 9.8
E_HOMO in eV: -9.20

The geometry in ORCA input format:
```
! wB97M-V def2-TZVPD RIJCOSX def2/J DEFGRID3
* xyz 0 1
H 1.08 2.56 0.80
N 0.58 1.72 0.55
C 1.28 0.85 -0.04
C 2.69 1.01 -0.53
C 0.64 -0.49 -0.36
C -0.48 -0.29 -1.45
O 1.25 -1.53 -0.28
H 3.14 1.92 -0.16
H 2.71 1.01 -1.62
H 3.29 0.16 -0.19
H -1.11 0.56 -1.20
H -1.02 -1.21 -1.59
H 0.06 -0.06 -2.37
C -0.81 -0.85 1.73
C -1.97 -0.87 1.12
C -3.16 -0.91 0.61
H -0.32 -1.77 2.01
H -0.48 0.07 2.20
H -3.33 -0.83 -0.46
H -4.04 -1.05 1.22
*
```



It is (A) that is the least stable of them.